No. 1
# C29H72InN5O14V

A structure of composition C29H72InN5O14V (ωB97M-V/def2-TZVPD, the Open Molecules 2025 dataset).

Summary:
Energy above the lowest of the compared OMol25 structures with the same formula, charge and spin (kJ/mol): 744.2
Largest force on an atom (eV/Å): 6.18
Total charge: +3
HOMO level (eV): -13.10
Orbital gap (eV): 0.92
LUMO energy (eV): -12.17

Geometry (Å):
O: -2.369 -4.329 8.826
V: -2.062 -3.095 7.801
O: -2.504 -1.730 8.580
In: -2.490 -6.744 -0.299
O: 0.912 0.004 2.258
C: 0.103 -0.997 2.481
O: -0.093 -1.818 1.601
O: -0.398 -1.015 3.642
H: 1.004 0.228 3.187
C: 10.542 4.933 -8.604
O: 9.821 4.916 -7.357
C: 8.857 6.010 -7.327
C: 8.357 6.289 -5.877
N: 7.538 5.183 -5.425
C: 7.299 5.364 -3.975
C: 6.405 4.289 -3.434
O: 6.944 3.015 -3.837
C: 6.292 1.834 -3.352
H: 10.903 5.926 -8.874
H: 9.923 4.623 -9.446
H: 11.322 4.179 -8.494
H: 8.061 5.812 -8.044
H: 9.344 6.901 -7.724
H: 7.830 7.243 -5.857
H: 9.185 6.336 -5.171
H: 8.171 4.407 -5.552
H: 6.750 6.297 -3.849
H: 8.226 5.385 -3.402
H: 5.392 4.346 -3.834
H: 6.363 4.320 -2.345
H: 5.228 1.834 -3.586
H: 6.388 1.910 -2.269
H: 6.765 0.910 -3.685
C: 2.986 -7.827 -1.639
O: 2.379 -6.579 -1.609
C: 3.193 -5.567 -2.237
C: 2.906 -5.469 -3.809
N: 1.479 -5.096 -4.040
C: 1.024 -5.100 -5.375
C: 1.646 -4.063 -6.354
O: 1.348 -2.792 -5.794
C: 1.998 -1.685 -6.438
H: 3.218 -8.208 -2.633
H: 2.293 -8.573 -1.250
H: 3.905 -7.985 -1.075
H: 4.261 -5.653 -2.035
H: 2.894 -4.625 -1.777
H: 3.033 -6.435 -4.298
H: 3.526 -4.664 -4.204
H: 1.543 -4.103 -3.868
H: -0.064 -5.052 -5.356
H: 1.163 -6.095 -5.799
H: 1.092 -4.115 -7.291
H: 2.705 -4.268 -6.509
H: 1.420 -0.762 -6.405
H: 2.198 -1.870 -7.494
H: 2.989 -1.543 -6.008
C: -4.148 -3.383 -2.916
O: -4.907 -4.624 -2.777
C: -6.262 -4.436 -2.992
C: -6.925 -5.771 -3.316
N: -6.796 -6.590 -2.031
C: -7.328 -7.915 -2.370
C: -7.234 -8.806 -1.151
O: -5.928 -8.874 -0.598
C: -5.803 -10.059 0.260
H: -3.107 -3.447 -2.598
H: -4.593 -2.635 -2.260
H: -4.226 -2.912 -3.896
H: -6.361 -3.761 -3.842
H: -6.772 -4.057 -2.106
H: -6.589 -6.294 -4.211
H: -7.990 -5.584 -3.446
H: -7.488 -6.175 -1.424
H: -6.939 -8.409 -3.260
H: -8.375 -7.845 -2.666
H: -7.712 -9.766 -1.344
H: -7.799 -8.335 -0.347
H: -6.097 -11.033 -0.131
H: -6.391 -9.993 1.176
H: -4.763 -10.152 0.573
C: -5.582 12.462 2.938
O: -6.303 11.260 3.199
C: -5.635 10.249 3.970
C: -6.306 8.872 3.801
N: -7.404 8.701 4.702
C: -8.134 7.427 4.496
C: -7.489 6.026 4.931
O: -6.688 5.488 3.943
C: -6.079 4.197 4.208
H: -4.734 12.309 2.271
H: -5.080 12.897 3.801
H: -6.267 13.219 2.555
H: -5.418 10.574 4.988
H: -4.629 10.156 3.563
H: -5.558 8.120 4.053
H: -6.659 8.639 2.797
H: -8.036 9.486 4.650
H: -8.521 7.228 3.497
H: -9.064 7.597 5.040
H: -8.286 5.313 5.144
H: -6.988 6.255 5.871
H: -5.468 4.157 5.109
H: -5.455 3.761 3.429
H: -6.807 3.386 4.206
C: 3.803 -1.839 10.545
C: 3.294 -1.139 9.239
C: 4.353 -0.365 8.509
O: 3.846 0.369 7.397
C: 4.760 1.288 6.864
N: 2.677 -2.132 8.351
H: 4.241 -1.131 11.248
H: 4.571 -2.571 10.296
H: 3.027 -2.299 11.157
H: 2.460 -0.531 9.589
H: 5.119 -1.073 8.194
H: 4.822 0.315 9.220
H: 4.625 2.224 7.405
H: 4.533 1.609 5.847
H: 5.779 0.904 6.907
H: 2.863 -3.022 8.791
H: 3.204 -2.166 7.490

---

No. 2
# C29H72N5O14V

A structure of composition C29H72N5O14V (ωB97M-V/def2-TZVPD, the Open Molecules 2025 dataset).

Summary:
Energy above the lowest of the compared OMol25 structures with the same formula, charge and spin (kJ/mol): 340.3
Largest force on an atom (eV/Å): 3.61
Total charge: 0
HOMO level (eV): -8.28
Orbital gap (eV): 8.18
LUMO energy (eV): -0.10

Geometry (Å):
O: 0.095 0.722 -0.209
V: 0.841 -0.094 0.937
O: 0.284 -1.609 0.641
O: 4.767 0.813 -0.124
C: 3.516 0.415 0.234
O: 2.973 0.958 1.224
O: 2.858 -0.465 -0.309
H: 4.914 0.221 -0.866
C: -1.276 4.490 0.667
O: -1.093 3.736 1.890
C: 0.291 3.494 2.179
C: 0.376 2.322 3.165
N: -0.196 1.074 2.559
C: -0.389 0.159 3.670
C: 0.923 -0.509 4.147
O: 1.554 -1.164 3.025
C: 2.927 -1.415 3.263
H: -0.603 5.346 0.609
H: -2.307 4.844 0.690
H: -1.202 3.857 -0.217
H: 0.822 4.248 2.761
H: 0.946 3.401 1.313
H: -0.271 2.605 3.996
H: 1.415 2.179 3.460
H: -1.153 1.285 2.318
H: -1.151 -0.594 3.465
H: -0.795 0.587 4.586
H: 0.676 -1.346 4.799
H: 1.578 0.240 4.592
H: 3.269 -1.989 2.402
H: 3.140 -1.950 4.188
H: 3.555 -0.530 3.367
C: -0.974 6.382 -3.053
O: -0.298 5.370 -2.349
C: 0.111 4.297 -3.170
C: 1.092 3.412 -2.483
N: 2.339 4.104 -2.227
C: 3.298 3.383 -1.420
C: 4.348 4.295 -0.871
O: 3.673 5.151 0.117
C: 4.505 6.203 0.515
H: -1.857 5.990 -3.558
H: -0.342 6.853 -3.806
H: -1.179 7.164 -2.322
H: 0.626 4.735 -4.025
H: -0.679 3.637 -3.527
H: 1.308 2.509 -3.053
H: 0.685 3.071 -1.531
H: 1.959 4.949 -1.824
H: 3.825 2.589 -1.948
H: 2.816 2.894 -0.573
H: 4.759 4.766 -1.763
H: 5.081 3.630 -0.413
H: 5.287 5.698 1.082
H: 4.005 6.957 1.122
H: 4.913 6.772 -0.321
C: -5.841 -4.314 8.083
O: -4.607 -4.841 7.589
C: -4.796 -5.877 6.670
C: -3.643 -6.369 5.860
N: -3.110 -5.380 4.970
C: -1.907 -5.765 4.336
C: -1.357 -4.721 3.307
O: -0.122 -5.317 2.787
C: 0.529 -4.571 1.748
H: -6.454 -3.850 7.310
H: -5.622 -3.567 8.846
H: -6.446 -5.041 8.626
H: -5.503 -5.526 5.919
H: -5.198 -6.718 7.235
H: -3.950 -7.231 5.267
H: -2.843 -6.716 6.514
H: -3.084 -4.439 5.335
H: -1.968 -6.701 3.782
H: -1.147 -6.005 5.081
H: -1.142 -3.709 3.649
H: -2.068 -4.680 2.482
H: 0.764 -3.576 2.126
H: 0.007 -4.570 0.792
H: 1.471 -5.111 1.654
C: 0.064 0.311 -5.888
O: 0.785 -0.602 -4.963
C: -0.055 -1.304 -4.056
C: 0.743 -1.981 -2.977
N: 1.467 -3.132 -3.440
C: 2.377 -3.468 -2.330
C: 3.445 -4.489 -2.800
O: 4.302 -3.977 -3.820
C: 5.492 -4.722 -3.795
H: -0.498 1.048 -5.315
H: -0.610 -0.344 -6.441
H: 0.804 0.814 -6.511
H: -0.761 -2.032 -4.456
H: -0.739 -0.557 -3.653
H: 0.111 -2.273 -2.138
H: 1.496 -1.256 -2.669
H: 2.035 -2.831 -4.219
H: 1.643 -3.935 -1.673
H: 2.762 -2.659 -1.710
H: 2.935 -5.347 -3.239
H: 3.908 -4.905 -1.906
H: 5.334 -5.794 -3.917
H: 5.945 -4.587 -2.813
H: 6.163 -4.312 -4.550
C: -2.624 1.705 -1.830
C: -3.629 2.712 -2.430
C: -4.022 2.220 -3.808
O: -2.903 2.232 -4.685
C: -3.300 1.952 -6.032
N: -4.735 2.825 -1.435
H: -1.644 1.804 -2.295
H: -3.154 0.754 -1.889
H: -2.524 1.940 -0.771
H: -3.020 3.612 -2.510
H: -4.732 2.986 -4.120
H: -4.616 1.317 -3.667
H: -2.449 2.013 -6.710
H: -4.128 2.591 -6.338
H: -3.536 0.889 -6.080
H: -5.188 1.959 -1.183
H: -5.494 3.274 -1.928

---

No. 3
# C29H73FO8P

A cluster of 7 separate species, C29H73FO8P in total (ωB97M-V/def2-TZVPD, the Open Molecules 2025 dataset).

Summary:
Largest force on an atom (eV/Å): 1.35
Total charge: -1
HOMO level (eV): -3.56
Orbital gap (eV): 5.68
LUMO energy (eV): 2.12

Geometry (Å):
C: 5.264 2.896 2.700
C: 4.414 1.862 1.952
F: 4.062 2.374 0.707
C: 3.193 1.429 2.731
C: 2.151 2.506 2.909
C: 1.029 2.165 3.852
O: 0.257 3.344 3.890
P: 0.327 4.172 2.337
O: 1.509 2.944 1.783
H: 5.267 3.847 2.194
H: 4.903 2.973 3.715
H: 6.292 2.550 2.723
H: 5.029 0.981 1.767
H: 2.766 0.574 2.210
H: 3.541 1.132 3.712
H: 2.665 3.330 3.434
H: 1.370 1.823 4.829
H: 0.381 1.414 3.397
H: -0.549 5.221 2.834
H: 1.456 4.998 2.766
H: 0.417 4.826 1.032
H: -0.796 3.383 1.872
C: -2.020 -3.009 2.847
C: -0.603 -2.523 3.095
O: -0.511 -1.500 4.064
C: -0.961 -1.807 5.365
C: -0.213 -2.954 6.027
H: -2.662 -2.173 2.568
H: -2.032 -3.744 2.041
H: -2.449 -3.478 3.736
H: -0.206 -2.088 2.179
H: 0.055 -3.363 3.353
H: -2.041 -2.004 5.366
H: -0.809 -0.895 5.944
H: -0.359 -3.897 5.498
H: -0.566 -3.090 7.051
H: 0.858 -2.746 6.049
C: 7.769 0.635 -0.159
C: 8.688 1.736 0.337
O: 9.453 1.386 1.479
C: 10.331 0.291 1.325
C: 11.389 0.487 0.252
H: 7.100 0.315 0.641
H: 7.166 1.003 -0.989
H: 8.317 -0.242 -0.509
H: 8.077 2.587 0.637
H: 9.344 2.089 -0.467
H: 9.768 -0.632 1.145
H: 10.819 0.175 2.294
H: 10.950 0.579 -0.742
H: 12.070 -0.365 0.236
H: 11.966 1.393 0.445
C: 1.564 -1.853 -2.402
C: 1.723 -2.226 -0.939
O: 0.732 -3.120 -0.458
C: 0.664 -4.382 -1.086
C: 1.941 -5.200 -0.977
H: 0.575 -1.429 -2.582
H: 2.314 -1.116 -2.686
H: 1.679 -2.717 -3.061
H: 1.624 -1.329 -0.329
H: 2.724 -2.628 -0.747
H: 0.365 -4.275 -2.136
H: -0.146 -4.912 -0.583
H: 2.776 -4.723 -1.492
H: 1.795 -6.185 -1.422
H: 2.224 -5.326 0.069
C: -1.408 1.786 -3.547
C: -1.079 1.761 -5.029
O: -0.885 0.457 -5.553
C: -1.989 -0.422 -5.455
C: -3.230 0.067 -6.181
H: -0.630 1.279 -2.975
H: -1.484 2.813 -3.190
H: -2.356 1.290 -3.334
H: -0.138 2.284 -5.199
H: -1.845 2.293 -5.606
H: -2.215 -0.636 -4.404
H: -1.658 -1.362 -5.899
H: -3.618 0.991 -5.753
H: -4.022 -0.682 -6.122
H: -3.009 0.259 -7.232
C: -5.738 -1.620 5.442
C: -5.746 -3.129 5.263
O: -5.089 -3.837 6.300
C: -5.614 -3.666 7.601
C: -7.061 -4.107 7.750
H: -4.716 -1.253 5.541
H: -6.197 -1.138 4.579
H: -6.292 -1.310 6.329
H: -5.206 -3.381 4.350
H: -6.770 -3.499 5.135
H: -5.492 -2.628 7.931
H: -4.983 -4.276 8.248
H: -7.737 -3.504 7.142
H: -7.376 -4.011 8.790
H: -7.176 -5.148 7.444
C: -6.906 2.687 -9.951
C: -6.575 2.620 -8.469
O: -5.190 2.555 -8.190
C: -4.407 3.645 -8.637
C: -4.811 4.984 -8.042
H: -6.469 1.838 -10.478
H: -7.987 2.665 -10.093
H: -6.528 3.599 -10.414
H: -6.996 1.708 -8.046
H: -7.036 3.458 -7.933
H: -4.405 3.694 -9.732
H: -3.387 3.409 -8.333
H: -5.818 5.278 -8.342
H: -4.125 5.763 -8.375
H: -4.788 4.940 -6.953